Record 1
104
Properties=species:S:1:pos:R:3:forces:R:3 method="wB97M-V/def2-TZVPD" orbital_gap_ev=5.101 charge=+3 molar_mass_g_mol=862.73 energy_ha=-5594.9925
Sn 0.425 2.566 -0.425 0.964 0.689 -0.499
C 0.766 1.956 3.817 0.036 -0.157 0.149
C 1.212 0.691 4.043 0.037 0.001 0.073
C 0.287 -0.397 4.158 0.010 -0.012 0.008
C 0.739 -1.647 4.476 -0.165 -0.078 -0.001
C 2.110 -1.859 4.676 0.008 0.242 -0.032
C 3.040 -0.816 4.562 0.183 -0.067 0.028
C 2.610 0.442 4.249 -0.060 0.067 0.021
H 1.460 2.788 3.779 -0.029 0.017 -0.060
H -0.292 2.165 3.713 0.014 0.014 -0.075
H -0.768 -0.207 4.004 0.009 0.023 -0.010
H 0.039 -2.463 4.591 0.056 -0.036 0.001
H 2.468 -2.847 4.938 -0.046 -0.024 0.003
H 4.089 -1.010 4.744 -0.007 -0.011 -0.029
H 3.302 1.272 4.185 0.025 -0.020 -0.029
C 0.125 0.021 -5.671 0.010 -0.209 0.060
N 0.235 1.462 -5.525 0.005 0.140 0.177
C 0.418 2.364 -6.556 0.010 0.155 -0.122
C 0.463 3.597 -6.014 0.033 -0.067 -0.089
N 0.310 3.428 -4.652 -0.050 -0.085 -0.099
C 0.168 2.122 -4.356 0.195 0.422 -0.088
S -0.070 1.374 -2.843 -0.173 -0.583 0.525
H 0.177 -0.226 -6.727 -0.013 0.029 -0.008
H -0.822 -0.320 -5.259 -0.011 0.016 -0.040
H 0.939 -0.473 -5.143 0.010 0.035 -0.010
H 0.497 2.047 -7.581 -0.003 -0.002 0.014
H 0.597 4.562 -6.469 -0.022 -0.004 0.009
H 0.250 4.173 -3.981 0.016 -0.017 0.107
C -1.158 -4.333 1.471 -0.067 0.003 -0.109
C -1.728 -4.134 0.057 -0.087 0.380 0.156
C -0.591 -3.604 -0.837 -0.109 0.019 -0.017
C -2.241 -5.489 -0.466 -0.240 0.113 -0.051
Si -3.207 -2.920 0.067 -0.175 -0.318 -0.043
Br -0.678 0.555 0.692 -0.364 -0.722 0.239
C -4.114 -2.581 1.713 0.125 0.279 -0.362
C -5.165 -1.472 1.542 0.064 -0.083 0.035
C -3.166 -2.158 2.850 0.036 -0.125 -0.068
C -4.823 -3.904 2.065 0.147 -0.124 -0.208
C -3.950 -2.303 -1.581 0.342 -0.005 0.190
C -3.016 -2.609 -2.763 -0.045 -0.006 0.081
C -5.288 -3.034 -1.807 0.005 -0.129 0.237
C -4.181 -0.781 -1.535 0.008 -0.012 0.144
H -0.313 -5.023 1.403 0.004 -0.026 -0.011
H -1.885 -4.778 2.151 0.039 0.043 0.040
H -0.791 -3.393 1.887 0.024 -0.046 0.038
H 0.288 -4.235 -0.692 0.004 -0.018 0.055
H -0.319 -2.579 -0.571 0.085 -0.005 -0.079
H -0.843 -3.645 -1.894 0.044 0.051 0.053
H -1.407 -6.195 -0.477 0.017 -0.004 0.003
H -2.635 -5.428 -1.482 0.018 -0.023 0.010
H -3.018 -5.906 0.178 0.019 -0.062 -0.019
H -4.697 -0.517 1.300 -0.076 0.002 0.019
H -5.698 -1.348 2.487 -0.013 -0.041 0.018
H -5.905 -1.720 0.782 0.011 0.092 0.028
H -2.534 -1.317 2.549 -0.011 0.029 0.071
H -2.534 -2.976 3.189 -0.001 0.040 -0.014
H -3.776 -1.848 3.701 -0.018 0.054 -0.009
H -5.556 -4.186 1.305 -0.038 -0.026 0.042
H -5.359 -3.778 3.008 -0.012 0.028 0.008
H -4.123 -4.733 2.190 -0.048 -0.009 0.045
H -2.796 -3.674 -2.852 0.022 0.040 -0.051
H -2.082 -2.049 -2.691 -0.014 -0.022 -0.043
H -3.519 -2.305 -3.683 -0.037 0.016 -0.003
H -5.152 -4.112 -1.921 -0.039 -0.011 0.000
H -5.728 -2.662 -2.735 0.015 0.019 -0.019
H -6.010 -2.854 -1.010 0.000 -0.033 -0.044
H -3.258 -0.237 -1.315 -0.026 0.047 -0.027
H -4.939 -0.496 -0.809 0.046 0.017 -0.089
H -4.533 -0.461 -2.518 0.024 -0.015 -0.040
N 2.612 1.628 -0.295 -0.150 -0.239 0.105
S 3.727 1.864 0.842 0.127 0.311 -0.632
C 4.745 0.382 0.894 -0.181 0.139 0.104
C 6.024 0.453 1.431 0.073 0.010 0.070
C 6.776 -0.708 1.522 -0.012 0.021 0.031
C 6.249 -1.917 1.085 -0.013 -0.061 -0.016
C 4.968 -1.971 0.556 -0.022 -0.019 0.025
C 4.201 -0.818 0.464 -0.069 0.040 -0.011
C 4.909 3.062 0.209 -0.193 -0.208 0.262
C 5.690 2.768 -0.899 0.048 0.004 -0.085
C 6.521 3.753 -1.407 -0.016 -0.082 -0.024
C 6.562 5.009 -0.811 0.016 0.013 0.047
C 5.777 5.288 0.297 0.008 0.040 0.015
C 4.941 4.308 0.816 -0.060 -0.086 0.047
H 3.041 1.278 -1.152 -0.080 0.064 -0.048
H 6.441 1.397 1.759 -0.009 0.001 -0.023
H 7.778 -0.666 1.927 0.000 0.002 -0.007
H 6.843 -2.819 1.153 0.012 0.010 -0.014
H 4.558 -2.910 0.209 0.038 -0.015 0.000
H 3.196 -0.843 0.060 0.005 -0.001 -0.010
H 5.661 1.785 -1.354 0.028 0.001 0.002
H 7.146 3.537 -2.263 -0.003 0.014 -0.004
H 7.221 5.769 -1.208 -0.010 0.003 -0.005
H 5.816 6.263 0.763 0.014 -0.005 -0.007
H 4.325 4.506 1.685 0.017 0.047 -0.011
C -3.898 4.908 0.216 -0.160 -0.095 0.047
C -2.432 5.162 0.064 0.176 -0.144 -0.072
C -1.926 6.564 0.212 0.071 0.050 0.027
O -1.654 4.236 -0.132 -0.355 0.218 -0.014
H -4.495 5.807 0.089 -0.013 -0.001 0.003
H -4.075 4.518 1.223 0.013 0.058 0.017
H -4.222 4.137 -0.481 0.047 0.014 -0.022
H -2.650 7.302 -0.123 -0.004 0.005 -0.002
H -0.979 6.689 -0.310 0.000 -0.027 0.012
H -1.745 6.739 1.277 -0.060 0.038 -0.001

***

Record 2
114
Properties=species:S:1:pos:R:3:forces:R:3 method="wB97M-V/def2-TZVPD" s2=6.02 orbital_gap_ev="7.176 / 6.906" charge=0 molar_mass_g_mol=952.68 energy_ha=-4086.9591 multiplicity=5
Cr -0.127 -1.189 1.118 -2.517 0.972 0.083
O 6.615 -1.905 1.626 0.075 -0.032 -0.024
C 5.905 -2.665 0.955 -0.445 0.078 0.031
O 6.154 -3.580 0.156 0.076 0.006 -0.011
C 4.366 -2.374 1.104 0.419 -0.001 -0.026
C 3.437 -3.105 0.381 -0.243 -0.065 -0.059
C 2.113 -2.709 0.392 0.283 0.396 0.199
N 1.715 -1.627 1.087 2.056 -0.747 0.178
C 2.575 -1.027 1.928 0.167 -0.336 -0.410
C 3.918 -1.360 1.936 -0.224 0.131 0.074
C 1.889 -0.167 2.894 -0.413 0.216 0.280
C 2.502 0.325 4.041 0.131 -0.020 -0.180
C 1.725 0.842 5.058 -0.238 0.005 -0.140
C 0.347 0.885 4.883 0.213 0.103 0.194
C -0.183 0.460 3.685 -0.231 -0.046 -0.220
N 0.551 -0.061 2.695 0.732 0.293 0.988
C 0.996 -3.384 -0.270 -0.434 -0.123 -0.269
C 1.109 -4.604 -0.926 0.196 0.078 0.138
C -0.006 -5.177 -1.502 -0.190 0.208 0.079
C -1.212 -4.488 -1.435 0.195 -0.190 -0.203
C -1.246 -3.276 -0.780 -0.241 0.207 0.130
N -0.189 -2.736 -0.171 0.281 -1.227 -0.740
H 3.790 -3.968 -0.166 0.062 0.053 -0.065
H 4.637 -0.856 2.568 0.088 -0.038 -0.042
H 3.574 0.250 4.146 0.008 -0.060 0.019
H 2.180 1.186 5.976 0.003 0.003 0.015
H -0.303 1.242 5.668 -0.054 0.029 -0.039
H -1.247 0.512 3.499 -0.028 -0.075 0.011
H 2.073 -5.091 -0.968 -0.002 -0.034 0.010
H 0.059 -6.135 -1.999 0.011 -0.012 -0.003
H -2.108 -4.886 -1.889 -0.027 0.040 0.013
H -2.163 -2.704 -0.731 0.007 0.015 0.126
C -0.914 1.766 -1.994 -0.071 0.001 0.092
N -2.203 1.093 -2.007 0.041 0.061 -0.094
C -3.160 1.538 -3.003 -0.095 -0.146 -0.022
C -4.079 0.389 -3.367 -0.038 0.112 0.127
C -4.742 -0.083 -2.089 0.110 0.043 -0.121
N -3.745 -0.382 -1.072 0.001 -0.056 0.001
C -4.230 -1.209 0.013 0.094 0.095 0.088
C -2.533 0.251 -0.990 0.388 0.164 0.021
O -1.739 0.078 -0.045 -0.364 -0.518 -0.231
H -0.553 1.849 -3.019 0.000 0.012 0.015
H -0.206 1.173 -1.425 -0.019 0.067 -0.008
H -0.996 2.768 -1.564 0.042 0.028 -0.021
H -2.605 1.884 -3.875 0.017 0.012 0.031
H -3.746 2.383 -2.619 0.016 0.033 -0.089
H -3.494 -0.421 -3.807 -0.006 -0.007 -0.018
H -4.832 0.706 -4.088 -0.008 0.003 -0.002
H -5.323 -0.991 -2.262 0.000 0.013 0.013
H -5.432 0.686 -1.717 -0.037 -0.046 -0.021
H -4.592 -2.164 -0.380 -0.007 0.023 -0.013
H -5.060 -0.716 0.532 -0.014 -0.011 -0.002
H -3.421 -1.387 0.713 0.034 -0.007 0.080
C 2.373 1.347 -4.893 -0.040 0.037 0.000
N 1.521 0.626 -3.961 0.113 -0.329 0.209
C 0.406 -0.045 -4.613 -0.047 0.024 0.062
P 2.198 -0.250 -2.681 0.541 0.628 -0.342
O 1.124 -0.725 -1.778 0.034 -0.252 -0.210
N 3.294 0.868 -2.076 -0.529 -0.512 0.076
C 2.650 2.068 -1.541 0.115 0.141 -0.082
C 4.322 0.362 -1.164 0.181 0.083 -0.055
N 3.164 -1.479 -3.246 -0.245 0.186 0.139
C 2.615 -2.812 -3.394 0.045 -0.053 0.053
C 4.363 -1.243 -4.032 0.042 -0.030 0.001
H 1.808 2.178 -5.325 0.025 -0.002 -0.004
H 2.721 0.717 -5.721 0.013 -0.024 0.035
H 3.234 1.745 -4.363 0.016 0.048 -0.075
H -0.230 0.693 -5.111 -0.019 -0.010 0.018
H -0.176 -0.575 -3.860 -0.086 0.022 -0.067
H 0.739 -0.762 -5.377 0.022 0.008 0.015
H 1.924 2.447 -2.259 0.013 0.065 0.041
H 3.416 2.827 -1.374 -0.041 0.023 0.004
H 2.136 1.875 -0.589 0.033 -0.025 -0.029
H 4.613 -0.652 -1.429 0.044 0.008 0.027
H 3.976 0.357 -0.129 -0.048 -0.010 0.027
H 5.201 1.006 -1.228 0.006 -0.029 0.036
H 1.688 -2.883 -2.834 -0.050 -0.042 -0.008
H 3.324 -3.551 -3.008 -0.019 -0.023 0.003
H 2.414 -3.048 -4.447 0.003 0.006 0.006
H 4.704 -0.218 -3.903 0.034 -0.018 -0.031
H 4.184 -1.432 -5.098 -0.004 0.049 0.013
H 5.156 -1.919 -3.701 0.008 0.038 0.016
N -3.595 -1.979 3.545 -0.024 -0.051 0.144
C -2.282 -2.135 3.218 -0.165 0.055 -0.151
O -1.912 -1.661 2.096 0.031 -0.350 0.470
C -1.456 -2.788 4.160 -0.079 0.238 -0.210
C -0.138 -3.150 3.838 0.282 -0.125 -0.218
N 0.929 -3.492 3.557 0.081 0.187 -0.099
C -1.986 -3.154 5.414 -0.142 -0.063 0.218
N -2.488 -3.414 6.421 -0.010 0.000 -0.032
H -4.231 -1.653 2.841 0.068 0.074 -0.020
H -3.966 -2.489 4.329 -0.057 0.050 0.000
C -0.892 4.327 4.338 0.173 0.033 -0.091
C -0.013 3.930 3.161 -0.136 -0.276 -0.155
Sb -1.016 2.912 1.485 -0.306 1.071 0.341
C -3.070 2.833 2.260 0.259 -0.206 -0.057
C -3.570 1.447 2.665 0.010 0.132 -0.023
C -1.398 4.871 0.541 0.160 -0.252 -0.064
C -2.673 5.006 -0.287 0.182 -0.019 0.008
H -0.288 4.800 5.117 -0.064 -0.009 0.060
H -1.382 3.455 4.774 -0.087 0.047 0.049
H -1.658 5.046 4.043 -0.066 -0.049 0.019
H 0.788 3.269 3.493 0.051 0.013 -0.002
H 0.455 4.811 2.718 0.025 -0.027 -0.050
H -3.661 3.191 1.416 0.026 0.068 0.008
H -3.185 3.546 3.076 -0.002 0.092 -0.091
H -3.168 0.682 2.001 -0.024 -0.148 0.027
H -4.662 1.404 2.619 0.001 -0.043 0.049
H -3.289 1.196 3.689 0.030 -0.050 0.002
H -0.527 5.051 -0.093 0.025 0.016 0.023
H -1.379 5.632 1.322 0.026 -0.060 0.078
H -2.808 4.154 -0.959 -0.095 -0.005 -0.009
H -2.628 5.904 -0.907 -0.081 0.002 -0.009
H -3.552 5.089 0.351 -0.051 -0.052 -0.057